The following is a quantum chemistry calculation of a 2-piece molecular cluster, C4H12N2O overall in a non-equilibrium geometry, from OMol25.

Geometry (Å):
N1 -0.3164 -1.8741 1.4418
H1 -0.2352 -2.7183 -2.0193
H2 -0.0362 1.5172 1.9728
N2 0.7578 1.9288 -2.1585
H3 -1.1354 -1.6127 -1.4758
H4 -0.0778 2.8178 -0.4372
O1 -1.1519 -2.4305 -1.9862
H5 1.0946 -0.0007 -0.3993
H6 1.0043 0.9941 -2.4377
C1 0.4571 0.8236 -0.0594
H7 -0.1683 -0.5687 3.0513
H8 0.7396 2.7171 -2.7583
C2 0.1898 -0.5942 2.0198
C3 -0.2273 0.6747 1.2698
H9 1.2646 -0.6625 1.9440
H10 -1.3178 0.6782 1.1194
C4 0.3550 1.9148 -0.8595
H11 -1.3125 -1.7867 1.2540
H12 0.1159 -1.8180 0.5184

The HOMO energy comes out at -7.9 eV. Its SMILES is N/C=C/CCN.O. The value obtained for the maximum force is 0.0303 Eh/bohr. As for the HOMO-LUMO gap: 8.7282 eV. Its relative energy (zero: lowest compared OMol25 entry of this formula, charge and spin) is 44.8 kcal/mol.

=====

The following is a quantum chemistry calculation of a 2-piece molecular cluster, C4H12N2O overall in a non-equilibrium geometry, from OMol25.

Geometry (Å):
C1 1.1345 -1.4881 -0.8506
H1 -2.3531 3.0077 -0.2974
O1 -0.0310 0.8001 0.6713
H2 -2.2942 2.1239 1.1944
N1 -0.7085 -2.2107 0.5776
N2 2.1783 -0.5891 -0.4693
C2 -1.9396 2.1023 0.1664
H3 -1.0135 -1.2455 0.5754
H4 0.6974 0.3933 0.1586
H5 -2.3430 1.2164 -0.3254
H6 2.7545 -0.9869 0.2755
H7 1.1016 -3.2050 0.4905
H8 -0.8259 -2.6812 1.4568
H9 0.8495 -1.3973 -1.8943
H10 2.7698 -0.3372 -1.2612
H11 -0.1661 2.0226 -1.0280
H12 0.0787 2.8415 0.4920
C3 0.5607 -2.3629 0.0321
C4 -0.4500 1.9962 0.0355

The HOMO energy comes out at -6.5 eV. Its SMILES is N/C=C/N.CCO. The value obtained for the maximum force is 0.0362 Eh/bohr. As for the HOMO-LUMO gap: 7.2971 eV. Its relative energy (zero: lowest compared OMol25 entry of this formula, charge and spin) is 87.3 kcal/mol.

=====

The following is a quantum chemistry calculation of C4H12N2O as an isolated structure in a non-equilibrium geometry, from OMol25.

Geometry (Å):
H1 2.5902 1.7089 1.2146
H2 -0.4027 -2.2183 -1.6454
O1 1.3521 0.6958 -0.0996
H3 -1.3098 1.3095 -1.1889
H4 -1.0145 -0.6132 -2.0215
N1 -1.6460 -0.9811 0.6505
H5 -1.6523 -1.1134 1.6547
C1 -0.2413 -0.8628 0.0063
N2 -0.3295 0.4396 0.5546
H6 0.7354 -0.8528 -1.8818
C2 -0.2340 -1.1508 -1.4793
C3 2.2983 0.6863 0.9286
H7 1.9431 0.1812 1.8476
H8 -2.3323 -1.5188 0.1329
C4 -1.0521 1.5000 -0.1439
H9 -1.9586 1.7471 0.4129
H10 0.4414 -1.4924 0.5734
H11 3.2121 0.1600 0.6100
H12 -0.3996 2.3753 -0.1254

The HOMO energy comes out at -8.8 eV. The value obtained for the maximum force is 0.1079 Eh/bohr. As for the HOMO-LUMO gap: 9.8640 eV. Its relative energy (zero: lowest compared OMol25 entry of this formula, charge and spin) is 117.3 kcal/mol.

=====

The following is a quantum chemistry calculation of a 2-piece molecular cluster, C4H12N2O overall in a non-equilibrium geometry, from OMol25.

Geometry (Å):
H1 0.1996 -0.4892 -0.5620
H2 -0.3386 1.3002 -2.0879
H3 -2.4959 0.1611 1.4069
N1 2.2373 -0.4363 -1.4081
H4 0.3199 1.3018 1.9012
O1 -0.8306 -1.1454 -0.0434
H5 2.8335 -0.2092 -2.1928
H6 -1.3139 -1.9799 1.7837
H7 0.2219 -1.1230 1.7413
H8 -1.6739 0.0300 2.9589
H9 1.2248 1.4488 -2.7952
C1 -1.5143 0.1509 1.8826
H10 -1.1232 2.2932 2.1419
H11 2.4563 -1.3040 -0.9496
C2 -0.8195 -1.0984 1.3324
H12 -0.7409 1.6693 0.5450
N2 0.6004 0.9479 -2.1775
C3 -0.7275 1.4255 1.6131
C4 0.9894 0.0046 -1.3619

The HOMO energy comes out at -7.4 eV. The value obtained for the maximum force is 0.0327 Eh/bohr. As for the HOMO-LUMO gap: 7.7520 eV. Its relative energy (zero: lowest compared OMol25 entry of this formula, charge and spin) is 61.6 kcal/mol.

=====

The following is a quantum chemistry calculation of C4H12N2O as an isolated structure, from OMol25.

Geometry (Å):
H1 0.5293 1.0164 3.0935
C1 0.9357 0.2186 -1.9774
H2 1.4804 -0.6355 -2.4144
H3 -1.6305 -0.6853 -2.5187
H4 -0.9148 -0.0802 3.2155
C2 -1.0533 -1.1269 -1.6863
H5 1.6526 0.8275 -1.4204
N1 0.4157 -0.4964 1.0694
H6 -0.0390 1.5095 0.4509
O1 1.7274 -0.0690 1.0533
C3 -0.4005 0.5155 0.6811
H7 -1.1226 1.6363 2.6757
H8 2.2173 -0.8469 1.3493
H9 -1.4550 0.2974 0.6560
N2 -0.1249 -0.1996 -1.1092
C4 -0.4610 0.7738 2.7251
H10 -1.7720 -1.4568 -0.9286
H11 0.5733 0.8269 -2.8256
H12 -0.5581 -2.0252 -2.0895

The HOMO energy (spin up / spin down) comes out at -7.7 / -6.7 eV. The value obtained for the maximum force is 0.0153 Eh/bohr. As for the HOMO-LUMO gap (spin up / spin down): 8.1679 / 6.5269 eV. Its relative energy (zero: lowest compared OMol25 entry of this formula, charge and spin) is 192.9 kcal/mol.

=====

The following is a quantum chemistry calculation of the molecule C4H12N2O in a non-equilibrium geometry, from OMol25.

Geometry (Å):
N1 -2.7028 -0.4582 1.1096
H1 2.4208 1.2869 -1.4846
C1 -1.8609 0.0536 -0.0002
C2 0.1665 0.5734 1.4283
H2 -3.5413 0.1092 1.1283
C3 1.7527 -0.4849 -0.9598
H3 0.2184 1.6465 1.3111
H4 -2.1308 -0.6028 -0.8527
N2 0.3701 -0.1542 -0.9812
H5 -2.1917 1.0176 -0.3857
H6 2.0633 -1.1694 -0.1746
H7 -3.0783 -1.3757 0.9269
H8 -0.3276 0.3142 2.3653
H9 2.0063 -0.9739 -1.9148
O1 2.6730 0.6208 -0.8449
H10 -0.4230 -1.2969 0.6452
C4 -0.3865 -0.2818 0.2421
H11 0.2316 0.7781 -1.3540
H12 1.1802 0.1660 1.5138

The HOMO energy comes out at -9.0 eV. Its SMILES is C[C@@H](CN)NCO. The value obtained for the maximum force is 0.0667 Eh/bohr. As for the HOMO-LUMO gap: 9.9214 eV. Its relative energy (zero: lowest compared OMol25 entry of this formula, charge and spin) is 43.5 kcal/mol.

=====

The following is a quantum chemistry calculation of the molecule C4H12N2O in a non-equilibrium geometry, from OMol25.

Geometry (Å):
C1 1.0978 1.2202 -1.4141
H1 0.4648 -1.4193 0.1234
H2 1.8015 0.5433 -3.1234
H3 -0.7701 1.0756 2.3424
H4 -1.4835 -2.3865 1.3491
N1 0.8429 0.7021 -0.1001
C2 -1.1782 -0.2737 0.8857
H5 1.7694 0.5302 0.2773
H6 1.6446 2.1367 -1.2580
H7 -0.3734 -0.5882 -1.1251
C3 -0.0153 -0.4584 -0.0933
H8 -2.2978 -1.8456 -0.0826
C4 -2.0313 -1.5461 0.9303
H9 0.2018 -0.2325 2.4228
N2 -0.7447 0.0745 2.2363
H10 -1.7892 0.5661 0.5333
H11 -2.9521 -1.3494 1.4654
H12 0.1317 1.4383 -1.8619
O1 1.8763 0.3082 -2.1786

The HOMO energy comes out at -9.0 eV. Its SMILES is C[C@@H](N)CNCO. The value obtained for the maximum force is 0.0228 Eh/bohr. As for the HOMO-LUMO gap: 9.9012 eV. Its relative energy (zero: lowest compared OMol25 entry of this formula, charge and spin) is 30.8 kcal/mol.

=====

The following is a quantum chemistry calculation of a 2-piece molecular cluster, C4H12N2O overall, from OMol25.

Geometry (Å):
C1 1.0979 0.1574 -1.2012
H1 1.3345 -1.1582 -2.8239
N1 -0.5080 -1.9848 1.0855
H2 0.7578 -0.5729 -0.4644
H3 -0.6111 1.1428 0.4270
H4 -0.0990 -2.2488 1.9755
C2 1.9232 -0.3863 -2.3238
H5 1.0708 2.1999 -1.8068
O1 -2.1041 -0.4779 2.1430
H6 0.4407 2.3526 0.7736
N2 -0.0647 1.9353 -0.0082
H7 -1.2802 -2.6321 0.9286
H8 -0.1436 -0.0551 1.6090
H9 2.2608 0.3574 -3.0399
C3 0.7876 1.4357 -1.1001
H10 -0.7526 2.6180 -0.3161
H11 2.7748 -0.9159 -1.8899
H12 -1.3348 -0.2850 0.2475
C4 -1.1206 -0.6297 1.3407

The HOMO energy comes out at -6.6 eV. The value obtained for the maximum force is 0.0165 Eh/bohr. As for the HOMO-LUMO gap: 6.4505 eV. Its relative energy (zero: lowest compared OMol25 entry of this formula, charge and spin) is 106.9 kcal/mol.

=====

The following is a quantum chemistry calculation of the molecule C4H12N2O in a non-equilibrium geometry, from OMol25.

Geometry (Å):
O1 1.0443 -0.6157 -2.1769
H1 0.9208 0.6652 -0.4500
C1 -0.3845 -0.7966 -2.0652
H2 -0.6265 -0.8085 1.9594
H3 -0.1451 0.4519 2.9776
H4 -1.3916 1.0698 -1.9470
H5 0.0309 2.0893 1.3538
H6 1.9585 -0.5029 2.6086
C2 -0.3824 1.1357 1.0564
H7 -0.5853 -1.7838 -1.6679
H8 -1.4648 1.2823 1.1128
C3 -0.9909 0.3648 -1.2262
N1 -0.0222 1.0159 -0.3656
H9 1.4593 -1.4567 -2.3824
H10 -1.7915 -0.0555 -0.6240
H11 1.5767 -1.1170 1.1747
H12 -0.7373 -0.6692 -3.0894
N2 1.4583 -0.3046 1.7642
C4 0.0733 0.0357 1.9870

The HOMO energy comes out at -8.1 eV. Its SMILES is NCCNCCO. The value obtained for the maximum force is 0.0298 Eh/bohr. As for the HOMO-LUMO gap: 8.9004 eV. Its relative energy (zero: lowest compared OMol25 entry of this formula, charge and spin) is 45.6 kcal/mol.

=====

The following is a quantum chemistry calculation of C4H12N2O2 as an isolated structure in a non-equilibrium geometry, from OMol25.

Geometry (Å):
H1 0.0482 -0.4845 -1.6615
N1 2.2224 -0.7746 -0.4963
O1 -2.4073 0.9472 1.1927
C1 -0.4039 0.3298 -1.1286
H2 2.8328 0.0870 0.1912
H3 -3.4738 -0.3705 0.0323
H4 -0.5755 0.3932 0.9040
C2 1.0445 -0.9271 0.4117
N2 0.2434 0.3857 0.2271
H5 -1.9614 -1.0587 0.5813
C3 -1.8699 0.3683 -1.0503
C4 -2.4285 -0.1432 0.1750
H6 0.6531 -1.9571 0.0870
H7 -0.0486 1.2287 -1.5835
H8 1.0986 -1.0113 1.4972
O2 3.0226 0.8679 1.0052
H9 -2.2262 1.7456 0.6792
H10 3.9517 1.1299 1.1886
H11 -2.6296 0.8081 -1.7016
H12 2.9073 -1.5645 -0.5509

As for the total charge: -1. Its multiplicity is 2. The HOMO energy (spin up / spin down) comes out at -2.5 / -2.5 eV. The value obtained for the maximum force is 0.0667 Eh/bohr. As for the HOMO-LUMO gap (spin up / spin down): 6.0856 / 5.4415 eV. Its relative energy (zero: lowest compared OMol25 entry of this formula, charge and spin) is 103.8 kcal/mol.